{"formula": "C3H3NO2", "method": "ωB97M-V/def2-TZVPD", "multiplicity": 1, "gap_ev": 11.0831, "max_force_ev_per_a": 0.79, "symbols": ["O", "C", "O", "C", "N", "C", "H", "H", "H"], "positions_angstrom": [[1.4294, -0.6232, -0.7874], [1.4962, 0.4957, -0.3832], [0.4558, 1.2151, 0.1838], [-0.6652, 0.4769, 0.2144], [-1.8675, 0.4650, 0.5467], [-1.1503, -0.7940, -0.1371], [2.3925, 1.1154, -0.4019], [-1.3588, -1.0125, -1.1837], [-0.8888, -1.6516, 0.4818]], "forces_ev_per_a": [[0.3788, 0.6806, 0.1510], [0.3481, -0.4752, -0.2703], [-0.0792, -0.0890, -0.0176], [-0.4209, -0.2481, 0.0211], [0.6331, -0.0405, -0.1857], [-0.2522, -0.2592, -0.0293], [0.0159, 0.2020, 0.0713], [-0.2765, 0.0715, 0.2382], [-0.3471, 0.1579, 0.0213]], "nbo_charge": [-0.5168, 0.6476, -0.4748, 0.4479, -0.3281, -0.3011, 0.1405, 0.1923, 0.1924]}

---

{"formula": "C3H3NO2", "method": "ωB97M-V/def2-TZVPD", "multiplicity": 1, "gap_ev": 10.3555, "max_force_ev_per_a": 0.91, "symbols": ["O", "C", "C", "N", "C", "O", "H", "H", "H"], "positions_angstrom": [[0.8967, -0.4611, 2.0952], [0.0191, -0.8890, 1.3904], [-0.0877, -0.5190, -0.0589], [1.1419, 0.4033, -0.4770], [-0.0343, 0.7728, -0.6593], [-0.7465, 1.6083, -1.3946], [-0.6907, -1.6662, 1.7449], [-0.4005, -1.3458, -0.7142], [-0.0982, 2.0967, -1.9265]], "forces_ev_per_a": [[-0.5927, -0.1555, -0.0459], [0.0961, 0.2459, 0.1795], [0.2516, -0.2697, 0.1310], [-0.6085, -0.2452, -0.6264], [0.4330, -0.2950, -0.1560], [0.1057, 0.2761, 0.3495], [0.0792, 0.1493, -0.0274], [0.4126, 0.0743, 0.2022], [-0.1769, 0.2198, -0.0065]], "nbo_charge": [-0.4850, 0.4017, -0.2673, -0.3370, 0.5015, -0.6301, 0.1163, 0.1991, 0.5009]}

---

{"formula": "C3H3NO2", "method": "ωB97M-V/def2-TZVPD", "multiplicity": 1, "gap_ev": 9.8785, "max_force_ev_per_a": 1.30, "symbols": ["O", "C", "C", "N", "C", "O", "H", "H", "H"], "positions_angstrom": [[-1.6784, 1.9126, 0.5225], [-1.0948, 1.0219, 0.1167], [-0.5892, -0.8752, -0.2692], [0.6711, -0.8345, -0.6597], [1.4228, 0.0584, -0.0054], [0.9494, 0.9645, 0.7122], [-0.8352, -1.0851, 0.7802], [-1.3465, -1.1910, -0.9883], [2.5008, 0.0284, -0.2090]], "forces_ev_per_a": [[0.7099, -0.9986, -0.4312], [-0.6829, 0.9134, 0.3935], [-0.0242, -0.1577, -0.0083], [-0.1054, 0.1331, 0.1547], [0.0606, 0.1015, 0.0545], [0.0308, -0.2205, -0.1319], [0.0450, 0.1061, -0.1134], [0.1131, 0.1030, 0.0808], [-0.1469, 0.0197, 0.0012]], "nbo_charge": [-0.4569, 0.6757, -0.0437, -0.5820, 0.4859, -0.6243, 0.1943, 0.2074, 0.1436]}

---

{"formula": "C3H3NO2", "method": "ωB97M-V/def2-TZVPD", "multiplicity": 1, "gap_ev": 9.5376, "max_force_ev_per_a": 4.51, "symbols": ["O", "C", "N", "C", "C", "O", "H", "H", "H"], "positions_angstrom": [[2.1191, 0.4046, 3.2221], [1.6248, -0.2253, 2.3308], [1.4453, -1.4140, 1.6808], [0.9130, -0.2185, 1.1172], [-0.0776, 0.2118, 0.1519], [-0.5406, -0.7755, -0.6766], [0.4370, 1.0534, -0.4206], [-0.8503, 0.8366, 0.7854], [0.2298, -1.3704, -0.8247]], "forces_ev_per_a": [[-0.1536, -0.7397, 0.1152], [0.8217, 1.7380, 0.0336], [-1.6278, 2.5752, -2.0583], [0.9014, -3.3678, 2.8612], [0.5070, 2.9192, 0.3955], [0.1500, -1.0587, -0.4045], [-0.4858, -0.7150, 0.3905], [0.8794, -1.6720, -1.2888], [-0.9924, 0.3207, -0.0444]], "nbo_charge": [-0.5571, 0.5847, -0.3169, 0.1691, -0.1491, -0.6751, 0.2127, 0.2487, 0.4830]}

---

{"formula": "C3H3NO2", "method": "ωB97M-V/def2-TZVPD", "multiplicity": 1, "gap_ev": 9.1237, "max_force_ev_per_a": 1.79, "symbols": ["O", "C", "C", "O", "C", "N", "H", "H", "H"], "positions_angstrom": [[-1.6827, 1.3426, -0.6656], [-0.6058, 0.7658, -0.1567], [0.2772, -0.2140, -0.6323], [0.5238, -1.4001, 0.0357], [1.2310, -1.2758, 1.1488], [0.3376, 1.0597, 0.6063], [-1.7400, 2.2171, -0.2522], [0.6137, -0.2322, -1.6789], [1.0317, -2.2587, 1.6245]], "forces_ev_per_a": [[-0.6416, 0.0774, 0.3543], [-0.0980, 0.1281, -0.1015], [0.5655, 0.6226, 0.3732], [-0.3375, -0.1840, 0.7173], [-0.2746, -0.6462, -0.0643], [0.2406, -0.1447, -1.7684], [-0.2066, 0.0721, -0.0446], [0.4719, 0.3736, 0.6668], [0.2803, -0.2988, -0.1328]], "nbo_charge": [-0.6408, 0.3847, 0.1631, -0.4864, 0.1504, -0.3315, 0.4950, 0.2004, 0.0651]}

---

{"formula": "C3H3NO2", "method": "ωB97M-V/def2-TZVPD", "multiplicity": 1, "gap_ev": 10.1325, "max_force_ev_per_a": 0.36, "symbols": ["O", "C", "C", "O", "C", "N", "H", "H", "H"], "positions_angstrom": [[2.0054, -0.2788, -0.2484], [0.6655, -0.1257, -0.1204], [-0.0195, 1.0390, -0.1160], [-1.3464, 0.7282, -0.0290], [-1.3721, -0.6151, 0.0224], [-0.2156, -1.1868, -0.0279], [2.3689, -0.5607, 0.5985], [0.2605, 2.0773, -0.1749], [-2.3468, -1.0774, 0.0956]], "forces_ev_per_a": [[0.0493, -0.0206, 0.0941], [-0.1937, 0.2974, 0.0318], [0.1833, -0.0166, -0.0542], [-0.0390, -0.0725, -0.0286], [-0.0126, -0.1609, 0.0136], [-0.1244, 0.2099, 0.0205], [0.0391, -0.1387, -0.0776], [-0.0644, -0.1282, 0.0010], [0.1624, 0.0303, -0.0007]], "nbo_charge": [-0.6738, 0.3418, -0.0174, -0.4002, 0.3291, -0.4761, 0.4873, 0.2154, 0.1939]}

---

{"formula": "C3H3NO2", "method": "ωB97M-V/def2-TZVPD", "multiplicity": 1, "gap_ev": 8.6669, "max_force_ev_per_a": 0.60, "symbols": ["O", "C", "N", "O", "C", "C", "H", "H", "H"], "positions_angstrom": [[-1.8607, 1.0073, -0.4528], [-0.6285, 0.8207, -0.1648], [0.4499, 1.4871, -0.5569], [1.5315, 0.5906, -0.2783], [1.1059, -0.5491, 0.1522], [-0.2972, -0.5525, 0.2982], [-1.3976, -0.4429, -0.5161], [1.8835, -1.2711, 0.4093], [-0.7868, -1.0903, 1.1092]], "forces_ev_per_a": [[-0.0802, -0.2033, -0.0194], [0.3158, 0.1169, -0.3583], [-0.4611, -0.0557, 0.2021], [-0.0272, -0.2545, 0.1670], [-0.4547, -0.1064, -0.0978], [0.4885, -0.1339, 0.0630], [0.4649, 0.2908, 0.2501], [-0.3310, 0.1663, -0.0934], [0.0850, 0.1799, -0.1134]], "nbo_charge": [-0.6918, 0.4949, -0.2245, -0.2450, 0.3414, -0.7103, 0.5216, 0.2173, 0.2965]}

---

{"formula": "C3H3NO2", "method": "ωB97M-V/def2-TZVPD", "multiplicity": 1, "gap_ev": 11.0835, "max_force_ev_per_a": 1.43, "symbols": ["N", "C", "C", "O", "C", "O", "H", "H", "H"], "positions_angstrom": [[2.6510, -0.8224, -0.1747], [1.5953, -0.3523, -0.1577], [0.2839, 0.2532, 0.0781], [0.0489, 1.4013, -0.6489], [-0.9570, -0.5709, 0.0859], [-1.9934, 0.0309, -0.0847], [0.1742, 0.2828, 1.2201], [-0.9403, 1.3955, -0.7003], [-0.8625, -1.6182, 0.3820]], "forces_ev_per_a": [[-1.0474, 0.4049, -0.1737], [0.7471, -0.5123, 0.1314], [-0.1056, -0.1651, 0.7295], [-0.2081, 0.1881, 0.5012], [-0.6577, -0.2157, -0.5588], [0.1124, -0.8711, -0.1019], [0.8908, 1.0238, -0.4660], [0.5663, 0.3883, -0.1502], [-0.2977, -0.2409, 0.0884]], "nbo_charge": [-0.2671, 0.2504, -0.0873, -0.6630, 0.4201, -0.5254, 0.2227, 0.4955, 0.1542]}

---

{"formula": "C3H3NO2", "method": "ωB97M-V/def2-TZVPD", "multiplicity": 1, "gap_ev": 10.4333, "max_force_ev_per_a": 2.48, "symbols": ["O", "C", "C", "O", "C", "N", "H", "H", "H"], "positions_angstrom": [[2.0322, -0.6213, -0.5889], [0.8548, -0.4062, -0.4474], [0.3315, 0.8804, 0.1183], [-1.0637, 0.6753, 0.3043], [-1.2333, -0.6325, 0.0412], [-0.2210, -1.3296, -0.3187], [1.0196, 0.5402, 0.9355], [0.5299, 1.9002, -0.2069], [-2.2500, -1.0066, 0.1625]], "forces_ev_per_a": [[-0.6189, -0.5086, -0.7918], [0.6215, -0.3365, -0.3642], [0.5574, -0.0840, 0.2615], [0.3048, -0.2335, 0.3904], [0.2168, -0.1679, -0.0476], [-0.2134, 0.0040, -0.4727], [-1.3382, 1.6709, 1.2562], [0.1822, -0.4589, -0.2293], [0.2879, 0.1145, -0.0025]], "nbo_charge": [-0.5485, 0.6147, -0.2262, -0.4450, 0.4344, -0.5271, 0.2553, 0.2419, 0.2007]}

---

{"formula": "C3H3NO2", "method": "ωB97M-V/def2-TZVPD", "multiplicity": 1, "gap_ev": 8.0258, "max_force_ev_per_a": 3.79, "symbols": ["C", "C", "C", "N", "O", "O", "H", "H", "H"], "positions_angstrom": [[-0.5227, -0.3474, 0.2571], [-0.5928, 1.9871, 0.0177], [-1.5532, -0.9777, -0.0386], [0.9405, -0.4375, 0.0305], [-2.6814, -1.3785, -0.0822], [0.5570, 2.2283, -0.1102], [1.3205, -1.0647, 0.8184], [1.2542, -0.5670, -0.9316], [1.2779, 0.5574, 0.0389]], "forces_ev_per_a": [[3.5151, 1.4249, -0.0181], [2.6141, 0.9923, -0.3112], [-3.3184, -1.4562, 0.0832], [-1.2078, 0.2273, 1.1706], [1.4126, 0.1967, -0.4379], [-2.8351, -0.7969, 0.3253], [0.0230, 1.3269, -2.0797], [-0.1525, -1.6351, -0.0650], [-0.0510, -0.2801, 1.3329]], "nbo_charge": [-0.4713, 0.5201, 0.5470, -0.7070, -0.5497, -0.6461, 0.4532, 0.4173, 0.4366]}

---

So what do the calculations give for ΔE to the lowest compared entry with this formula, charge and spin? Going down the list: 3.137, 3.247, 2.855, 3.601, 6.909, 1.301, 5.918, 2.218, 1.840, 4.747 eV.
So what do the calculations give for LUMO? Going down the list: 0.75, 0.32, 0.15, -0.36, 0.40, 0.81, -0.84, 0.11, 0.36, -0.16 eV.
So what do the calculations give for E_HOMO? Going down the list: -10.34, -10.03, -9.73, -9.90, -8.73, -9.33, -9.51, -10.97, -10.08, -8.19 eV.